12
Properties=species:S:1:pos:R:3:forces:R:3:nbo_charge:R:1 method="wB97M-V/def2-TZVPD" e_lumo_ev=-22.910 homo_energy_ha=-1.129 multiplicity=1 relative_energy_kcal_mol=0.0 charge=+6 largest_force_ev_per_a=1.72 energy_ev=-39080.301 gap_ev=7.8
Ag -0.84308 -0.17517 3.43246 -0.555 0.061 0.731 1.001
Ag 3.12866 -0.83970 -1.03850 0.403 -0.421 -1.072 0.994
Ag -2.42419 -0.75068 -1.09703 -0.939 -0.568 -0.411 1.005
Ag -2.26827 2.63229 -0.92098 -0.890 0.501 -0.010 0.992
Ag 0.63692 3.35079 0.29388 0.402 0.880 0.331 0.997
Ag 2.19427 -1.06513 1.66871 0.153 -0.305 0.692 0.961
Ag -0.23144 -3.83053 0.85635 -0.218 -1.091 -0.022 1.002
Ag 0.22613 1.55104 -2.68043 0.336 -0.093 -1.138 0.988
C -0.06814 -0.20499 -0.08407 -0.056 -1.585 -0.660 0.898
O -0.50240 -0.61329 1.05450 0.630 0.889 0.002 -0.901
O 0.62321 -0.97734 -0.83460 1.357 0.502 0.838 -0.849
O -0.47167 0.92270 -0.65028 -0.622 1.231 0.719 -1.089